Entry a
The molecule C5H12N2, computed with ωB97M-V with the def2-TZVPD basis set.

```
19
Properties=species:S:1:pos:R:3:mulliken_charge:R:1
C 1.58443 0.72434 0.05730 -0.43
C 2.00321 0.90879 -1.36779 -1.11
C -2.13599 0.83796 0.42247 -1.24
N -0.12792 -1.43944 0.05586 -0.15
N -0.37641 -2.51422 0.95234 -0.69
C 0.35073 0.24011 0.51707 -0.03
C -0.83105 0.54245 -0.23153 0.16
H 0.27969 -1.77944 -0.81470 0.24
H 2.37716 0.82294 0.79225 0.31
H -1.34078 -2.83345 0.87370 0.22
H -0.24374 -2.16901 1.89932 0.24
H 0.22770 0.21722 1.59932 0.40
H -0.72617 0.78576 -1.28122 0.24
H 2.42380 1.90618 -1.53805 0.32
H 1.18490 0.76606 -2.07611 0.30
H 2.79032 0.19449 -1.64538 0.26
H -2.20044 1.89833 0.69426 0.31
H -2.97233 0.63219 -0.24768 0.34
H -2.26709 0.25875 1.33854 0.31
```

Kohn-Sham gap (spin up / spin down) in eV: 7.21 / 6.44
Charge: 0
HOMO (spin up / spin down) in eV: -6.65 / -6.23

=====

Entry b
The molecule C5H12N2, computed with ωB97M-V with the def2-TZVPD basis set.

```
19
Properties=species:S:1:pos:R:3:mulliken_charge:R:1
C -2.26510 -1.81364 1.19124 -0.73
C -2.01840 -0.63039 0.52332 -0.16
C -1.05834 0.54292 0.90671 -0.69
C 0.34733 0.33228 0.52373 -0.55
N 0.33035 0.30938 -1.00321 -0.33
C 1.56680 0.86504 -1.51641 -0.61
N 2.88115 0.42003 -0.99368 -0.63
H -2.92208 -2.31245 0.46144 0.24
H -2.27000 -2.08409 2.29077 0.29
H -2.57603 -0.40665 -0.45553 0.28
H -1.27899 0.61481 1.98914 0.39
H -1.56220 1.44614 0.36856 0.20
H 0.78369 -0.60952 0.89086 0.36
H 1.10729 0.99045 0.96210 0.43
H 0.12223 -0.66039 -1.22388 0.28
H 1.46239 1.99510 -1.27053 0.35
H 1.58604 0.91357 -2.64258 0.33
H 2.80199 -0.62099 -0.94973 0.26
H 2.96188 0.70839 -0.05231 0.29
```

SMILES string: C=CCCNCN
Kohn-Sham gap in eV: 10.02
Charge: 0
HOMO in eV: -9.02

=====

Entry c
The molecule C5H12N2, computed with ωB97M-V with the def2-TZVPD basis set.

```
19
Properties=species:S:1:pos:R:3:mulliken_charge:R:1
C 1.75423 -0.71126 2.60250 -0.80
C 0.77484 -0.67773 1.70814 -0.04
C 0.83467 -1.36148 0.38613 -0.60
C 0.46307 -0.38174 -0.73204 -0.58
N -0.97304 -0.34877 -1.04314 -0.44
C -1.31737 0.91858 -1.71787 -0.62
N -1.16161 2.13589 -0.92767 -0.58
H 1.80201 0.03151 3.39006 0.26
H 2.61975 -1.34317 2.43442 0.27
H 0.02562 0.10049 1.83247 0.24
H 1.76057 -1.91814 0.25502 0.37
H 0.03529 -2.13250 0.40478 0.28
H 0.82360 0.58051 -0.35684 0.40
H 0.90583 -0.59455 -1.70809 0.36
H -1.59876 -0.40312 -0.24505 0.27
H -0.72623 0.89107 -2.62986 0.36
H -2.36364 0.78895 -2.00380 0.40
H -1.55229 1.99788 -0.00129 0.20
H -1.74883 2.85034 -1.32858 0.25
```

SMILES string: C=CCCNCN
Kohn-Sham gap in eV: 10.08
Charge: 0
HOMO in eV: -8.97

=====

Entry d
The molecule C5H12N2, computed with ωB97M-V with the def2-TZVPD basis set.

```
19
Properties=species:S:1:pos:R:3:mulliken_charge:R:1
C -0.25551 -1.12800 0.30151 0.26
C 0.09925 1.76153 -1.20889 -1.23
C -0.72649 -1.80119 1.56421 -1.27
C -1.22416 -1.16145 -0.84322 -1.59
C 0.80975 1.15878 -0.03412 0.59
N 1.90001 1.91080 0.43461 -0.50
N 0.52757 0.04649 0.58609 -0.14
H 1.20089 -0.84869 0.62920 0.47
H 2.47229 2.33080 -0.28625 0.21
H 2.45617 1.43797 1.13338 0.23
H 0.67087 1.62279 -2.13669 0.28
H -0.88472 1.33214 -1.35700 0.33
H -0.00947 2.83655 -1.05080 0.37
H -0.76913 -0.84945 -1.78480 0.33
H 0.03614 -1.76870 2.34571 0.33
H -1.63039 -1.31990 1.97531 0.27
H -0.97352 -2.84822 1.37458 0.36
H -1.58754 -2.18283 -0.97233 0.40
H -2.11199 -0.52941 -0.67050 0.31
```

Kohn-Sham gap (spin up / spin down) in eV: 6.97 / 6.97
Charge: 0
HOMO (spin up / spin down) in eV: -6.03 / -6.03

=====

Which of them is most stable, and which least? Most stable: entry c; least stable: entry a.

=====

Entry a
The molecule C5H12N2, computed with ωB97M-V with the def2-TZVPD basis set.

```
19
Properties=species:S:1:pos:R:3:mulliken_charge:R:1
C -0.89597 -0.65192 -1.37095 -1.53
C -0.33248 0.52586 -0.53855 0.71
C -1.34901 1.02484 0.52144 -1.81
C 1.01747 0.15692 0.11617 0.87
C 1.10570 -0.80504 1.30020 -1.68
N 2.12371 -0.10907 -0.88826 -0.56
N 2.05672 1.05232 -0.02434 -0.58
H -1.30401 -1.41765 -0.65254 0.33
H -0.20902 -1.25685 -1.94909 0.38
H -1.75540 -0.25704 -1.98011 0.34
H -0.02132 1.24238 -1.34740 0.36
H -1.95142 1.63592 -0.09801 0.49
H -0.95624 1.62742 1.16207 0.57
H -1.96792 0.21752 1.00074 0.31
H 0.40144 -0.67704 2.07706 0.40
H 2.02635 -0.57582 1.69925 0.54
H 1.08425 -1.86920 1.03584 0.29
H 2.92308 -0.73141 -0.38774 0.32
H 1.90213 1.94388 -0.45177 0.25
```

SMILES string: CC(C)C1(C)NN1
Kohn-Sham gap in eV: 10.19
Charge: 0
HOMO in eV: -9.07

=====

Entry b
The molecule C5H12N2, computed with ωB97M-V with the def2-TZVPD basis set.

```
19
Properties=species:S:1:pos:R:3:mulliken_charge:R:1
C -0.45110 0.79498 2.25198 -1.07
C 0.31084 0.27192 1.29864 0.68
N 1.70348 0.53067 1.20150 -0.50
C -0.15861 -0.70691 0.28351 -1.19
C -0.06100 -0.25305 -1.17536 0.45
C -1.12759 0.82028 -1.47538 -1.35
N -0.14404 -1.41470 -2.05289 -0.70
H -0.04571 1.42156 3.03529 0.27
H -1.52604 0.67864 2.19472 0.27
H 2.01608 1.13889 1.94661 0.26
H 2.21545 -0.34441 1.22133 0.23
H 0.42610 -1.63455 0.33941 0.34
H -1.16515 -1.02818 0.43550 0.43
H 0.90602 0.21527 -1.32242 0.33
H -2.07891 0.32783 -1.71497 0.32
H -0.90305 1.37128 -2.36085 0.36
H -1.27814 1.43606 -0.59085 0.36
H -0.88135 -2.03876 -1.74276 0.25
H -0.42686 -1.14362 -2.98775 0.25
```

SMILES string: C=C(N)C[C@H](C)N
Kohn-Sham gap in eV: 9.66
Charge: 0
HOMO in eV: -8.60

=====

Which of them is most stable, and which least? Most stable: entry b; least stable: entry a.

=====

Entry a
The molecule C3H7NOS, computed with ωB97M-V with the def2-TZVPD basis set.

```
13
Properties=species:S:1:pos:R:3:mulliken_charge:R:1
O -2.42374 0.58676 1.88440 -0.56
C -1.38789 0.85100 1.31704 0.10
N -0.35514 -0.01086 1.18391 -0.11
C 0.84691 0.19543 0.38392 -0.89
C 0.65166 -0.15316 -1.08817 -0.45
S 0.24434 -1.91809 -1.39843 -0.23
H -1.18980 1.82274 0.85452 0.30
H -0.51105 -0.98046 1.42226 0.27
H 1.59054 -0.48163 0.78901 0.36
H 1.23625 1.21185 0.44196 0.33
H 1.61865 -0.03003 -1.59537 0.37
H -0.00612 0.54100 -1.61530 0.38
H -0.31461 -1.63457 -2.57975 0.13
```

SMILES string: O=CNCCS
Kohn-Sham gap in eV: 10.14
Charge: 0
HOMO in eV: -9.47

=====

Entry b
The molecule C3H7NOS, computed with ωB97M-V with the def2-TZVPD basis set.

```
13
Properties=species:S:1:pos:R:3:mulliken_charge:R:1
C -1.71203 0.05007 -0.29152 -0.47
C -1.01665 -0.13394 1.03174 -0.37
C -0.24461 0.44337 -0.12366 -0.15
N 1.69666 0.50059 -1.72784 -0.56
O 2.15946 -0.44735 0.73498 -0.56
S 1.13358 -0.56643 -0.84871 0.34
H -2.01317 -0.83450 -0.86156 0.21
H -2.37859 0.86315 -0.28171 0.25
H -1.48371 0.41926 1.85804 0.21
H -0.44192 -0.99477 1.48662 0.18
H 0.11658 1.43058 -0.13007 0.36
H 2.47441 0.16982 -2.28076 0.27
H 1.70998 -0.89984 1.43447 0.28
```

Kohn-Sham gap in eV: 10.23
Charge: 0
HOMO in eV: -9.39

=====

Entry c
The molecule C3H7NOS, computed with ωB97M-V with the def2-TZVPD basis set.

```
13
Properties=species:S:1:pos:R:3:mulliken_charge:R:1
N 1.55718 -0.65398 0.62908 -0.50
C 1.19415 0.47200 -0.24248 -0.47
C -0.32469 0.74521 -0.08094 -0.60
O -0.80681 -0.55834 -0.38671 -0.18
C -2.10267 -0.88053 -0.21294 -0.01
S -3.21688 0.16799 0.30745 -0.31
H 2.07943 -0.30628 1.44812 0.22
H 2.17851 -1.21160 0.12882 0.20
H 1.35283 0.03045 -1.24523 0.30
H 1.80437 1.48421 -0.07299 0.30
H -0.59639 0.99410 0.93848 0.40
H -0.66659 1.60974 -0.69184 0.34
H -2.45244 -1.89297 -0.51882 0.30
```

SMILES string: NCCOC=S
Kohn-Sham gap in eV: 9.43
Charge: 0
HOMO in eV: -8.77

=====

Which of them is most stable, and which least? Most stable: entry a; least stable: entry b.

=====

Entry a
A cluster of 2 separate species, CH4O3 in total, computed with ωB97M-V with the def2-TZVPD basis set.

```
8
Properties=species:S:1:pos:R:3:mulliken_charge:R:1
O 3.16826 -0.82953 -0.05667 -0.44
C 1.99651 -0.97367 0.08687 0.34
O 1.09599 -0.04725 -0.26961 -0.39
H 1.38377 -1.66251 0.70147 0.16
H 0.20688 -0.35730 0.05499 0.32
O -2.42461 1.27066 -0.52376 -0.63
H -2.52319 0.55894 0.14853 0.32
H -2.90362 2.04068 -0.14184 0.32
```

SMILES string: O=CO.O
Kohn-Sham gap in eV: 11.12
Charge: 0
HOMO in eV: -10.94

=====

Entry b
A structure of composition CH4O3, computed with ωB97M-V with the def2-TZVPD basis set.

```
8
Properties=species:S:1:pos:R:3:mulliken_charge:R:1
C 0.23784 -0.68925 -0.12704 -0.06
O 1.49741 0.62499 0.22661 -0.61
O -1.84302 0.48584 0.41064 -0.31
O -0.90391 -0.06446 -0.54251 -0.16
H 0.82045 -1.20587 -0.91704 0.26
H 0.05671 -1.28111 0.84284 0.24
H 1.58117 0.86217 -0.70532 0.30
H -1.44664 1.26769 0.81182 0.35
```

Kohn-Sham gap in eV: 11.23
Charge: 0
HOMO in eV: -10.56

=====

Entry c
A cluster of 2 separate species, CH4O3 in total, computed with ωB97M-V with the def2-TZVPD basis set.

```
8
Properties=species:S:1:pos:R:3:mulliken_charge:R:1
O 0.65252 -1.34283 -1.78177 -0.53
C -0.17286 -1.42787 -0.92855 0.35
O -0.00311 -0.50088 -0.01082 -0.54
H -1.03409 -2.00867 -0.52765 0.30
H 0.79790 0.16181 -0.01125 0.33
O 0.27689 1.98186 0.94650 -0.65
H -0.46685 2.15319 1.52084 0.32
H -0.05040 0.98339 0.79270 0.41
```

SMILES string: O=CO.O
Kohn-Sham gap in eV: 11.76
Charge: 0
HOMO in eV: -11.06

=====

Entry d
A cluster of 2 separate species, CH4O3 in total, computed with ωB97M-V with the def2-TZVPD basis set.

```
8
Properties=species:S:1:pos:R:3:mulliken_charge:R:1
O -1.24099 -0.28000 -0.63273 -0.49
C -0.19705 -0.76073 -0.98472 0.17
O 0.96352 -0.62537 -0.35021 -0.43
H -0.09661 -1.37056 -1.89058 0.34
H 0.85668 0.10795 0.30753 0.42
O 0.34893 1.30866 1.48445 -0.71
H 0.04910 2.12810 1.06950 0.34
H -0.45818 0.92244 1.84481 0.35
```

SMILES string: O=CO.O
Kohn-Sham gap in eV: 11.21
Charge: 0
HOMO in eV: -10.61

=====

Which of them is most stable, and which least? Most stable: entry d; least stable: entry b.